Entry 1:
Below is a structure of composition C50H39F15GeN2O7SY, with properties calculated with ωB97M-V with the def2-TZVPD basis set.

Relative energy (zero: lowest compared OMol25 entry of this formula, charge and spin)   1.391 eV
Net charge   -1
Highest occupied orbital energy   -5.48 eV
DFT total energy   -6576.58081 Eh
E_LUMO   2.125 eV

Positions of all 116 atoms, in Å:
Y (-0.588, -0.728, 0.507)
Ge (1.610, 5.012, -0.290)
S (1.868, 3.004, -0.853)
F (-3.959, 7.462, 0.588)
F (-1.748, 9.035, 0.425)
F (4.632, 8.940, -2.442)
F (0.693, 5.292, -3.150)
F (2.122, 5.968, 4.969)
F (-3.716, 4.765, 0.419)
F (3.780, 7.501, -0.356)
F (4.810, 5.588, 4.896)
F (4.602, 4.944, 0.266)
F (0.672, 7.920, 0.112)
F (1.540, 6.757, -5.235)
F (3.525, 8.582, -4.896)
F (0.680, 5.832, 2.728)
F (-1.324, 3.643, 0.091)
F (6.044, 5.078, 2.532)
O (-1.630, -2.429, -1.419)
O (1.028, 0.188, -2.291)
O (-1.600, 0.311, -1.732)
O (-0.179, -1.962, 2.201)
O (-2.607, 0.557, 0.835)
O (0.924, -1.902, -0.386)
O (-2.654, -1.632, 0.952)
N (2.709, 0.639, 2.230)
N (-0.195, 0.754, 2.478)
C (-4.191, 1.578, 2.932)
C (-2.099, -0.884, 5.101)
C (2.336, -0.030, -2.780)
C (4.150, -3.536, -0.235)
C (-5.595, -1.392, 0.959)
C (-1.522, -3.202, 3.692)
C (2.020, 1.830, 2.676)
C (-2.661, -2.075, 5.502)
C (-8.796, -0.341, 2.717)
C (2.303, -0.009, 1.227)
C (-6.441, 0.545, 2.761)
C (-0.681, 0.466, 3.622)
C (-1.269, -0.812, 3.976)
C (3.112, 7.848, -3.865)
C (-2.632, 5.536, 0.323)
C (-1.633, 7.708, 0.324)
C (-2.340, -0.532, -2.593)
C (-4.676, -0.464, 1.476)
C (-0.964, 1.419, -2.358)
C (2.242, 6.294, -1.686)
C (2.592, 5.394, 1.401)
C (4.877, -2.661, 0.568)
C (-2.761, 6.910, 0.412)
C (-2.359, -3.235, 4.782)
C (4.724, 5.261, 2.566)
C (-5.104, 0.523, 2.371)
C (-0.226, 5.741, 0.032)
C (4.099, 5.523, 3.774)
C (1.691, 6.165, -2.948)
C (-6.921, -1.318, 1.360)
C (2.179, -2.127, -0.076)
C (0.262, 1.000, -3.139)
C (2.104, 6.915, -4.035)
C (0.530, 2.004, 2.323)
C (-0.960, -1.989, 3.239)
C (3.228, 7.254, -1.552)
C (-1.672, -1.883, -2.717)
C (-5.222, -2.425, -0.073)
C (2.731, 5.720, 3.806)
C (3.675, 8.024, -2.614)
C (-0.400, 7.109, 0.145)
C (-1.375, 4.977, 0.139)
C (3.963, 5.198, 1.413)
C (2.931, -1.234, 0.728)
C (-1.116, -3.746, -1.386)
C (2.008, 5.653, 2.626)
C (-3.233, -0.511, 1.063)
C (4.259, -1.519, 1.043)
C (2.832, -3.279, -0.553)
C (-7.361, -0.364, 2.270)
H (-5.119, -1.955, -1.055)
H (-3.331, -0.661, -2.148)
H (-1.782, -4.423, -1.935)
H (-3.319, -2.116, 6.360)
H (-0.655, -1.789, -3.119)
H (-1.065, -4.043, -0.341)
H (2.871, 0.919, -2.883)
H (-0.650, 1.219, 4.421)
H (1.456, 0.353, 0.609)
H (-1.679, 1.944, -3.002)
H (-4.605, 1.970, 3.863)
H (-4.087, 2.402, 2.224)
H (-7.630, -2.031, 0.953)
H (-4.280, -2.909, 0.158)
H (-2.455, -0.068, -3.577)
H (0.808, 1.906, -3.427)
H (2.307, -0.542, -3.752)
H (-9.475, -0.394, 1.865)
H (-1.286, -4.100, 3.134)
H (2.566, 2.698, 2.290)
H (-0.110, -3.781, -1.810)
H (0.123, 2.779, 2.987)
H (2.266, -3.963, -1.173)
H (-2.306, 0.028, 5.651)
H (2.852, -0.661, -2.061)
H (-6.764, 1.298, 3.471)
H (4.623, -4.434, -0.619)
H (0.422, 2.350, 1.297)
H (-0.659, 2.085, -1.554)
H (-2.263, -2.527, -3.384)
H (5.911, -2.868, 0.812)
H (-2.792, -4.181, 5.088)
H (-9.015, -1.193, 3.363)
H (-0.001, 0.446, -4.055)
H (4.792, -0.811, 1.665)
H (-3.190, 1.202, 3.116)
H (-6.011, -3.174, -0.151)
H (-9.019, 0.568, 3.274)
H (2.121, 1.845, 3.767)

Forces on atoms 1 to 6 (eV/Å):
-0.893 0.099 -0.209
-0.016 0.046 0.033
-0.002 0.017 -0.058
-0.116 0.054 0.015
-0.020 0.091 0.014
0.068 0.065 0.004

Löwdin atomic charge list, values in e, 5 entries: 1.633, 0.580, 0.289, 0.125, 0.115

=====

Entry 2:
Below is an isolated molecule of C3H6O2, with properties calculated with ωB97M-V with the def2-TZVPD basis set.

SMILES string   C[C@@H](O)C=O
Relative energy (zero: lowest compared OMol25 entry of this formula, charge and spin)   1.481 eV
Highest occupied orbital energy   -9.81 eV
DFT total energy   -268.35080 Eh
E_LUMO   0.595 eV

Positions of all 11 atoms, in Å:
O (-2.265, -0.593, -0.640)
O (-0.219, 1.290, -1.028)
C (1.214, -0.397, 0.010)
C (-0.115, 0.339, -0.002)
C (-1.321, -0.565, 0.105)
H (-1.280, -1.169, 1.039)
H (1.323, -1.101, -0.819)
H (2.024, 0.336, -0.052)
H (-0.179, 0.914, 0.949)
H (-0.385, 2.021, -0.428)
H (1.292, -0.936, 0.958)

Forces on atoms 1 to 6 (eV/Å):
0.478 -0.014 0.290
-0.003 0.278 0.434
0.024 -0.116 0.057
0.006 -0.149 0.661
-0.239 -0.091 -0.063
-0.147 -0.235 -0.141

Löwdin atomic charge list, values in e, 5 entries: 0.083, -0.004, -0.038, -0.447, -0.226

=====

Entry 3:
Below is an isolated molecule of C5H7NO3, with properties calculated with ωB97M-V with the def2-TZVPD basis set.

SMILES string   C=C(O)[C@H](O)C(N)=C=O
Relative energy (zero: lowest compared OMol25 entry of this formula, charge and spin)   4.914 eV
Highest occupied orbital energy   -7.60 eV
DFT total energy   -475.06840 Eh
E_LUMO   -0.230 eV

Positions of all 16 atoms, in Å:
O (0.462, -2.072, 0.997)
O (-0.178, -1.345, -1.448)
O (2.476, 0.720, 0.816)
N (0.112, 2.062, -1.209)
C (-0.917, -0.431, 1.922)
C (-0.518, -0.289, -0.586)
C (-0.104, -0.837, 0.928)
C (0.462, 0.838, -0.620)
C (1.406, 0.608, 0.313)
H (0.018, 2.032, -2.218)
H (-1.551, 0.061, -0.692)
H (-0.860, -1.444, -2.124)
H (-1.018, -1.004, 2.829)
H (0.709, 2.828, -0.928)
H (0.951, -2.229, 0.178)
H (-1.450, 0.501, 1.841)

Forces on atoms 1 to 6 (eV/Å):
0.462 0.252 0.010
-0.410 -0.126 -0.861
-1.599 -0.649 0.338
0.233 0.768 -0.438
1.032 0.089 -0.025
2.085 0.174 2.349

Löwdin atomic charge list, values in e, 5 entries: 0.048, -0.008, 0.162, 0.083, 0.107

=====

Entry 4:
Below is an isolated molecule of C4H10N2O, with properties calculated with ωB97M-V with the def2-TZVPD basis set.

SMILES string   NCCNCC=O
Relative energy (zero: lowest compared OMol25 entry of this formula, charge and spin)   4.126 eV
Highest occupied orbital energy   -8.35 eV
DFT total energy   -343.04982 Eh
E_LUMO   0.824 eV

Positions of all 17 atoms, in Å:
O (-0.219, 0.565, -3.035)
N (1.917, -0.783, 1.913)
N (-0.622, -0.678, -0.372)
C (0.408, 0.213, 0.210)
C (-1.619, -0.321, -1.235)
C (-1.269, 0.632, -2.436)
C (1.093, 0.401, 1.695)
H (0.271, 0.430, 2.434)
H (-0.091, 1.219, 0.047)
H (1.342, -1.523, 2.499)
H (-0.075, -1.436, -0.805)
H (-2.232, 1.176, -2.609)
H (1.298, 0.312, -0.527)
H (2.570, -0.433, 2.657)
H (-2.305, 0.247, -0.691)
H (1.650, 1.266, 1.930)
H (-2.116, -1.288, -1.674)

Forces on atoms 1 to 6 (eV/Å):
-1.338 0.989 0.310
0.098 -1.173 3.446
4.567 -3.903 2.538
0.788 4.980 -1.847
-0.593 0.328 -2.552
0.121 -2.491 0.717

Löwdin atomic charge list, values in e, 5 entries: 0.049, -0.066, -0.114, -0.177, -0.259

=====

- Which value of relative energy (zero: lowest compared OMol25 entry of this formula, charge and spin) does entry 3 give?
  4.914 eV

=====

- What is the highest occupied orbital energy in the fourth record?
  -8.35 eV

=====

- What is the highest occupied orbital energy in the third record?
  -7.60 eV

=====

- The lowest DFT total energy belongs to which entry?
  C50H39F15GeN2O7SY